Record 1
{"formula": "C40H77ClN4O35P2", "method": "ωB97M-V/def2-TZVPD", "total_energy_ev": -151456.8282, "orbital_gap_ev": 9.366, "total_charge": 0, "multiplicity": 1, "symbols": ["O", "H", "O", "O", "O", "H", "C", "H", "H", "O", "H", "H", "C", "O", "O", "H", "H", "H", "H", "C", "H", "O", "O", "O", "H", "O", "H", "H", "H", "H", "C", "C", "C", "H", "H", "N", "C", "H", "C", "H", "O", "H", "H", "O", "C", "O", "P", "C", "H", "C", "H", "H", "H", "H", "H", "H", "C", "H", "H", "Cl", "H", "O", "H", "C", "O", "H", "H", "H", "O", "O", "C", "P", "O", "O", "H", "H", "O", "N", "C", "N", "H", "C", "O", "C", "O", "C", "H", "O", "H", "C", "C", "C", "C", "C", "H", "H", "H", "H", "H", "O", "O", "H", "H", "H", "H", "H", "H", "H", "H", "C", "C", "C", "H", "O", "C", "C", "C", "O", "H", "O", "H", "C", "C", "C", "N", "C", "H", "O", "O", "H", "H", "H", "H", "H", "O", "C", "H", "H", "H", "H", "C", "H", "H", "H", "C", "O", "H", "H", "C", "H", "C", "H", "C", "H", "H", "H", "C", "O", "O"], "coordinates": [[14.2719, 6.3970, -7.1987], [-4.7304, -5.9258, 1.7020], [12.7590, 5.8331, -5.6209], [-3.5949, -5.6906, 3.3593], [-4.2484, 2.9882, 0.7041], [-6.4828, 0.2688, 7.2321], [-1.2109, -5.1088, 5.8143], [-6.4887, 0.3803, 9.0075], [-7.6576, -5.8341, -3.1282], [-1.8773, -0.5185, 4.6848], [-5.8901, -6.0553, -3.1272], [6.7103, 0.6266, -9.6055], [-0.1347, -6.3600, 11.0166], [0.0889, -6.7251, 9.8917], [-4.1709, 5.1105, -0.6811], [-8.1368, -0.6117, 0.1936], [-5.2152, 1.7433, 2.0149], [14.6781, 8.0930, -3.4031], [-4.4510, -1.7762, 0.9775], [-2.8250, -0.5468, 3.5970], [6.2872, -5.9860, -8.0643], [14.4626, 7.2617, -5.2305], [-6.5241, -2.2384, 6.3955], [-6.6822, -5.2106, 0.5293], [1.6995, 7.5870, 2.9026], [4.6638, -2.8936, -5.7741], [-7.6678, -0.6643, 8.1804], [12.9858, 7.8074, -3.8708], [1.8167, -1.5418, 4.6171], [-2.6743, 0.3038, 2.9361], [-7.6172, 1.1290, -1.0237], [-0.6065, -0.5835, 4.3087], [13.5853, 5.5417, -8.1170], [-8.6703, 1.2450, -1.2769], [-6.2131, 2.2647, 0.0786], [-4.4509, -1.1073, 1.7464], [-0.9829, -0.4284, -0.7912], [2.2684, 6.3231, 4.0176], [-0.6726, 1.9181, -0.6372], [3.4184, 5.7754, -1.5928], [-4.8326, -3.1722, 7.5653], [-5.4971, 0.1878, -0.4591], [2.2439, 4.4882, -1.9112], [-4.9629, 7.2502, -0.1331], [1.5654, -0.6126, 5.1252], [8.2953, 0.7025, -8.2589], [-4.7932, 5.8505, 0.6706], [2.1191, -5.9702, 11.4079], [7.4042, -0.9202, -9.0669], [-2.4161, -6.7001, 10.7512], [3.3637, 2.8216, -6.9899], [14.0159, 6.4422, -3.3715], [-2.4816, -6.0578, 9.8752], [-1.2189, 2.5821, -3.5399], [-6.9644, -7.4653, -2.9753], [-0.8334, -4.1332, 5.5143], [1.5931, 2.5244, -5.0833], [12.5608, 5.8790, -8.2620], [0.8540, 0.4999, -0.1592], [-3.0634, 6.2497, 1.7433], [8.9366, 4.4413, -7.6724], [1.7021, 1.4065, -5.5157], [-7.0778, 0.6334, -1.8355], [-2.3732, -5.4349, 3.8255], [2.7095, 7.2953, 0.4721], [-0.9131, 1.6930, -5.0439], [4.0149, -0.9922, -6.3318], [6.3538, 0.0084, -7.9734], [-2.5090, 3.3360, -1.1260], [-1.3858, -5.2506, 3.1666], [-4.7706, -4.2197, 6.5862], [-4.0098, 3.5255, -0.6442], [0.7758, -5.9520, 11.8984], [7.0783, 2.5542, -7.8305], [-5.5682, -3.5013, 0.9489], [-5.7165, -4.7580, 6.5485], [0.5701, 2.9977, -4.3752], [-5.4820, 0.8502, 2.4210], [13.9950, 7.4009, -3.8855], [-2.7808, 1.0500, -1.3041], [-2.9291, -0.9974, -1.4352], [-6.9721, 2.4772, -0.6647], [2.4844, 3.5020, -5.2312], [13.7353, 6.4383, -5.9812], [9.2882, 2.4102, -7.3892], [-6.6733, -5.1271, -0.8006], [2.7395, -5.6171, 12.2258], [-0.2145, -0.6614, 3.1731], [1.6771, 6.1527, -1.6980], [-6.6509, -0.2770, 8.1585], [-3.6938, -5.7110, 1.9328], [-5.3144, -0.2140, 1.4949], [-6.3291, 3.2499, -1.8103], [2.4435, 6.1751, 0.8197], [-6.5413, -4.1592, 2.2682], [-3.9876, -4.8924, 6.9071], [2.2237, -5.3066, 10.5520], [-2.7393, -1.4725, 3.0339], [3.9237, -1.4164, -4.6101], [2.2661, 5.1282, 0.0162], [-2.4495, -5.3959, 5.1561], [-3.0613, -6.4883, 1.5082], [5.8715, -4.5432, -9.0183], [-2.2958, -7.7369, 10.4437], [-0.6381, -1.4466, -0.6785], [-5.0652, 7.9670, 0.5092], [3.4378, 7.2139, 3.0150], [-7.6952, 0.8458, 1.0885], [2.0602, -0.5761, 6.0912], [2.4330, 6.7980, 3.0552], [5.5530, -5.1997, -8.2110], [-6.8333, -6.4175, -2.7232], [-6.5330, 4.3218, -1.7920], [-6.8267, -6.3555, -1.2941], [-6.5201, -3.9564, 1.2011], [8.1197, 1.9494, -7.8262], [7.1078, 0.0765, -8.7552], [-1.3327, -6.2949, 11.5929], [1.8774, 0.2359, 4.5190], [-6.5446, -4.1197, -1.4444], [-3.4168, -4.7391, 1.5267], [-0.1588, 0.6485, -0.5061], [-7.4425, 0.2311, 0.2189], [-2.2688, -0.1716, -1.1965], [-6.0586, -0.2463, 0.2655], [3.6434, 3.1211, -5.9825], [-3.3147, -6.5946, 11.3509], [0.1649, -0.5496, 5.3984], [2.2746, 5.7671, 2.0769], [10.2574, 3.9902, -6.5710], [-0.4736, -5.8788, 5.5989], [-6.4064, 0.8930, 2.8246], [-3.8086, -0.4865, 4.0500], [-0.0774, 2.7967, -0.4246], [5.4903, -4.4854, -6.9743], [-5.7608, -2.2517, 7.3260], [4.5861, -5.6374, -8.4510], [8.5712, 3.8240, -6.0408], [4.2859, 3.9943, -6.0303], [-7.3325, -3.2789, 0.9470], [9.2470, 3.7510, -6.8904], [2.4126, -6.9807, 11.1309], [13.5906, 4.5133, -7.7611], [14.1308, 5.6102, -9.0529], [2.4133, 5.4189, -1.3768], [3.9362, -3.1332, -7.8988], [-4.5310, -3.8152, 5.6074], [-7.7322, 3.1054, -0.1919], [4.6261, -3.4695, -6.9721], [2.7395, -2.0882, -5.7499], [-0.4697, 2.0502, -4.1165], [-0.0873, 1.2136, -3.5348], [3.7747, -1.7807, -5.6218], [-1.4244, -5.1020, 6.8797], [4.1709, 2.3098, -5.4852], [-6.6794, 2.8920, -2.7784], [-1.9869, 2.0548, -1.0228], [-5.7039, -1.3379, 8.2967], [-4.9025, 2.9614, -1.8027]]}



Record 2
{"formula": "C28H34FeN6OPSi", "method": "ωB97M-V/def2-TZVPD", "total_energy_ev": -92118.9976, "orbital_gap_ev": [9.502, 6.063], "total_charge": 2, "multiplicity": 6, "s_squared": 8.762, "symbols": ["C", "H", "H", "C", "H", "H", "C", "N", "H", "N", "C", "C", "H", "H", "H", "H", "C", "H", "C", "H", "C", "Fe", "H", "N", "H", "H", "P", "H", "C", "H", "H", "C", "H", "H", "C", "C", "C", "H", "O", "H", "C", "H", "C", "H", "C", "H", "C", "H", "C", "C", "C", "H", "H", "C", "H", "C", "Si", "H", "N", "H", "H", "H", "C", "C", "C", "C", "C", "N", "H", "C", "H", "N"], "coordinates": [[1.0502, -2.5483, 4.2459], [1.0687, -5.4582, -2.2733], [-2.4945, -2.2152, 0.9376], [-2.5123, -1.9831, -0.1134], [2.8669, -5.1276, 2.7668], [-2.7682, 2.5024, -4.2152], [1.4860, -4.2302, -0.5670], [-1.3935, 2.7564, -2.6377], [1.0762, -0.2717, -5.6495], [-0.6843, 1.6577, -0.8775], [-3.3442, -2.4591, -1.0856], [-3.5984, -2.0484, -3.5554], [6.5273, -1.2317, 3.3210], [-1.0988, 2.8181, -4.7253], [-4.1602, -3.1594, -1.0391], [2.2157, 0.4513, 1.6083], [2.5443, -4.4900, 3.5900], [2.1745, -1.6506, -5.5531], [0.6421, -0.4963, -2.7892], [6.1670, 1.1979, 3.0392], [1.2867, -1.1993, -5.1214], [0.0425, -0.0705, 0.1954], [-2.0821, 4.1222, -4.0488], [-2.9648, -1.8523, -2.2516], [0.2639, -1.8756, 3.9054], [3.4557, -5.8074, -2.8237], [-1.0637, 0.0212, -3.1682], [-4.4292, -2.7366, -3.4361], [2.4741, -3.6445, 0.2315], [0.4376, -4.0633, -0.3433], [0.4675, -5.0972, 1.9372], [-1.0513, 1.5417, -2.1520], [0.4498, -1.8822, -5.2446], [-0.5607, 3.3552, 0.4349], [-1.2387, 3.6721, -1.6352], [-1.9250, -1.0349, -1.9648], [1.3825, -3.6079, 3.2232], [4.0052, 2.0323, 2.1748], [0.6656, -1.6299, 1.1175], [-1.4475, 4.7189, -1.7726], [2.5177, -0.7886, -1.7536], [5.2142, -4.7860, -1.4171], [5.5833, -0.8638, 2.9408], [4.7617, -2.8180, 2.7546], [3.8204, -3.8583, -0.0799], [0.6823, -3.0758, 5.1363], [0.1884, -4.3593, 2.6879], [1.9213, -1.9654, 4.5421], [4.5753, -1.7602, 2.6177], [5.3814, 0.5004, 2.7800], [4.1692, -4.6285, -1.1819], [3.3919, -3.9274, 3.9753], [3.2172, -0.7895, -0.9332], [4.1680, 0.9690, 2.2944], [2.1970, -5.1475, 4.3984], [2.7242, -1.1378, -3.0570], [1.9751, -2.4173, 1.5235], [3.6054, -1.4945, -3.5620], [-1.6360, -1.0986, -0.6785], [-3.9809, -1.1058, -3.9393], [-2.8928, -2.4690, -4.2678], [-0.5737, -3.6947, 2.2828], [3.1801, -5.1989, -1.9718], [3.1635, 0.0689, 1.9737], [3.3474, -1.3114, 2.1190], [1.8380, -5.0028, -1.6625], [-1.8629, 3.0609, -3.9909], [1.2169, -0.3946, -1.6035], [4.6014, -3.4143, 0.5240], [-0.7971, 2.9818, -0.5466], [-0.2499, -4.8992, 3.5375], [1.5349, -0.9429, -3.7036]]}



Record 3
{"formula": "C14H12BrCuN4O2SSe", "method": "ωB97M-V/def2-TZVPD", "de_lowest_kj_mol": 2.4, "total_energy_ev": -215633.4364, "orbital_gap_ev": 6.933, "total_charge": 0, "multiplicity": 1, "symbols": ["C", "Se", "C", "C", "C", "H", "H", "C", "S", "H", "H", "O", "H", "H", "N", "H", "C", "N", "N", "H", "Cu", "C", "C", "C", "C", "N", "O", "C", "H", "Br", "H", "H", "C", "C", "H", "C"], "coordinates": [[-2.1743, -1.2797, 0.0919], [2.8040, 2.3058, -1.9079], [-1.5141, 3.4285, 0.0218], [-3.0340, -0.9941, 2.3186], [-0.0668, -2.7323, -0.2878], [-2.4954, 3.3091, 0.4627], [0.6164, 5.9779, -0.8412], [0.4863, 2.5223, -0.9108], [3.7861, -0.9246, -1.6070], [2.1079, -3.9857, -1.1370], [3.1338, -1.5111, 0.9965], [0.4170, -3.8045, 0.0957], [-1.1838, 1.3278, -0.1983], [2.8515, -3.3140, -2.5289], [2.8657, -3.4248, -1.5293], [-1.6207, 5.5952, 0.1418], [1.0083, 3.8568, -1.0929], [1.3027, 1.5554, -1.3018], [2.9865, -2.3583, 0.4796], [2.4102, -3.0899, 0.8682], [1.0583, -0.3487, -1.3436], [-0.8058, 2.3321, -0.3354], [-3.1070, -0.7281, 0.9614], [-1.1631, -2.1128, 0.5586], [0.2163, 4.9835, -0.7004], [2.2194, 3.9405, -1.6144], [0.3146, -2.0901, -1.3227], [3.1793, -2.3179, -0.8484], [-1.9855, -2.0592, 3.8608], [-2.4120, -0.8652, -1.7450], [-3.8937, -0.1007, 0.5645], [-0.3683, -3.0727, 2.2753], [-1.1318, -2.3912, 1.9249], [-1.0045, 4.7598, -0.1635], [-3.7611, -0.5557, 2.9898], [-2.0426, -1.8335, 2.8041]]}



Which formula does entry 3 have? C14H12BrCuN4O2SSe



Repeat the third record exactly.
{"formula": "C14H12BrCuN4O2SSe", "method": "ωB97M-V/def2-TZVPD", "de_lowest_kj_mol": 2.4, "total_energy_ev": -215633.4364, "orbital_gap_ev": 6.933, "total_charge": 0, "multiplicity": 1, "symbols": ["C", "Se", "C", "C", "C", "H", "H", "C", "S", "H", "H", "O", "H", "H", "N", "H", "C", "N", "N", "H", "Cu", "C", "C", "C", "C", "N", "O", "C", "H", "Br", "H", "H", "C", "C", "H", "C"], "coordinates": [[-2.1743, -1.2797, 0.0919], [2.8040, 2.3058, -1.9079], [-1.5141, 3.4285, 0.0218], [-3.0340, -0.9941, 2.3186], [-0.0668, -2.7323, -0.2878], [-2.4954, 3.3091, 0.4627], [0.6164, 5.9779, -0.8412], [0.4863, 2.5223, -0.9108], [3.7861, -0.9246, -1.6070], [2.1079, -3.9857, -1.1370], [3.1338, -1.5111, 0.9965], [0.4170, -3.8045, 0.0957], [-1.1838, 1.3278, -0.1983], [2.8515, -3.3140, -2.5289], [2.8657, -3.4248, -1.5293], [-1.6207, 5.5952, 0.1418], [1.0083, 3.8568, -1.0929], [1.3027, 1.5554, -1.3018], [2.9865, -2.3583, 0.4796], [2.4102, -3.0899, 0.8682], [1.0583, -0.3487, -1.3436], [-0.8058, 2.3321, -0.3354], [-3.1070, -0.7281, 0.9614], [-1.1631, -2.1128, 0.5586], [0.2163, 4.9835, -0.7004], [2.2194, 3.9405, -1.6144], [0.3146, -2.0901, -1.3227], [3.1793, -2.3179, -0.8484], [-1.9855, -2.0592, 3.8608], [-2.4120, -0.8652, -1.7450], [-3.8937, -0.1007, 0.5645], [-0.3683, -3.0727, 2.2753], [-1.1318, -2.3912, 1.9249], [-1.0045, 4.7598, -0.1635], [-3.7611, -0.5557, 2.9898], [-2.0426, -1.8335, 2.8041]]}